(1)
A structure of composition C12H36O6 in a non-equilibrium geometry, computed with wB97M-V/def2-TZVPD.

```
54
Properties=species:S:1:pos:R:3:nbo_charge:R:1
C 3.101 0.200 -0.509 -0.70
C 3.604 0.342 -1.953 -0.06
O 2.510 0.252 -2.738 -0.73
H 2.633 1.076 -0.059 0.21
H 4.010 0.077 0.080 0.22
H 2.552 -0.742 -0.507 0.27
H 4.306 -0.467 -2.155 0.16
H 4.100 1.281 -2.198 0.15
H 2.737 0.482 -3.642 0.49
C -3.785 0.177 -0.273 -0.63
C -4.385 -0.407 -1.486 -0.07
O -4.675 -1.801 -1.285 -0.72
H -3.353 1.139 -0.546 0.20
H -3.073 -0.506 0.190 0.22
H -4.479 0.298 0.560 0.21
H -3.669 -0.280 -2.298 0.16
H -5.269 0.162 -1.774 0.16
H -4.321 -2.220 -2.073 0.47
C -0.863 -1.102 1.371 -0.66
C -0.454 -0.144 0.225 -0.11
O 0.893 -0.194 -0.071 -0.70
H -1.945 -1.205 1.461 0.22
H -0.490 -0.889 2.373 0.20
H -0.334 -2.020 1.118 0.25
H -0.751 0.891 0.394 0.18
H -1.055 -0.289 -0.672 0.19
H 0.880 0.191 -0.950 0.49
C -0.890 1.788 -2.690 -0.63
C 0.467 1.299 -2.398 -0.09
O 0.460 -0.069 -2.038 -0.71
H -1.002 2.872 -2.657 0.22
H -1.645 1.533 -1.946 0.21
H -1.227 1.392 -3.648 0.21
H 0.923 1.878 -1.595 0.16
H 1.093 1.531 -3.260 0.18
H 1.393 -0.297 -2.022 0.52
C -0.282 1.988 2.114 -0.64
C -0.789 1.150 3.335 -0.08
O 0.113 1.367 4.446 -0.71
H -0.974 2.262 1.318 0.20
H 0.475 1.451 1.542 0.21
H 0.213 2.881 2.496 0.20
H -1.096 0.159 3.000 0.20
H -1.723 1.675 3.539 0.15
H -0.057 2.270 4.725 0.47
C 1.528 -3.007 2.075 -0.63
C 2.243 -1.996 1.236 -0.08
O 1.614 -1.946 0.048 -0.78
H 1.526 -3.989 1.604 0.21
H 0.505 -2.787 2.382 0.20
H 2.134 -3.223 2.955 0.19
H 3.283 -2.277 1.074 0.16
H 2.238 -1.035 1.750 0.14
H 1.051 -1.168 0.033 0.44
```

ΔE to the lowest compared entry with this formula, charge and spin, eV: 12.513
Multiplicity: 1
Frontier orbital gap, eV: 8.47

***

(2)
A cluster of 6 separate species, C12H36O7 in total in a non-equilibrium geometry, computed with wB97M-V/def2-TZVPD.

```
55
Properties=species:S:1:pos:R:3:nbo_charge:R:1
O -0.799 0.132 0.155 -0.75
C 0.389 -0.665 -0.003 -0.09
C 1.442 0.091 -0.782 -0.09
O 0.933 0.411 -2.065 -0.75
H -0.957 0.556 -0.697 0.48
H 0.714 -0.773 1.034 0.17
H 0.101 -1.623 -0.443 0.17
H 2.340 -0.536 -0.797 0.17
H 1.640 1.047 -0.302 0.19
H 0.929 -0.377 -2.629 0.50
C -1.590 3.907 -0.348 -0.63
C -0.245 4.546 -0.658 -0.06
O -0.140 5.802 0.040 -0.72
H -2.381 4.522 -0.775 0.21
H -1.715 3.664 0.703 0.21
H -1.662 2.983 -0.939 0.20
H -0.222 4.811 -1.712 0.18
H 0.596 3.922 -0.356 0.16
H -0.230 5.605 0.977 0.46
C 0.458 -3.091 -5.607 -0.63
C 1.088 -1.941 -4.816 -0.07
O 0.886 -2.087 -3.429 -0.74
H 0.648 -3.053 -6.676 0.22
H -0.609 -3.162 -5.377 0.21
H 0.850 -4.043 -5.232 0.20
H 0.766 -0.961 -5.158 0.19
H 2.142 -2.005 -5.130 0.16
H 1.441 -2.791 -3.084 0.48
C -2.293 -2.219 4.399 -0.63
C -1.505 -2.090 3.140 -0.07
O -0.812 -0.841 3.165 -0.73
H -2.907 -1.353 4.638 0.22
H -1.615 -2.325 5.256 0.21
H -2.854 -3.155 4.457 0.21
H -2.160 -2.126 2.265 0.16
H -0.783 -2.912 3.071 0.15
H -0.653 -0.598 2.248 0.48
C -4.285 0.246 0.541 -0.63
C -4.898 -0.795 1.442 -0.06
O -6.024 -1.338 0.695 -0.74
H -4.954 1.096 0.431 0.21
H -4.020 -0.252 -0.390 0.22
H -3.342 0.650 0.926 0.22
H -5.324 -0.432 2.379 0.16
H -4.208 -1.603 1.677 0.16
H -6.810 -1.146 1.208 0.46
C 4.971 0.774 0.902 -0.63
C 6.101 0.497 1.853 -0.06
O 7.269 1.046 1.254 -0.73
H 5.036 0.079 0.059 0.20
H 5.156 1.736 0.423 0.23
H 3.990 0.749 1.368 0.21
H 6.234 -0.572 2.034 0.16
H 5.865 0.984 2.806 0.16
H 8.016 1.010 1.856 0.47
```

ΔE to the lowest compared entry with this formula, charge and spin, eV: 0.000
SMILES: OCCO.CCO.CCO.CCO.CCO.CCO
Multiplicity: 1
Frontier orbital gap, eV: 10.40

***

(3)
A cluster of 7 separate species, C12H37F3N8O9S in total in a non-equilibrium geometry, computed with wB97M-V/def2-TZVPD.

```
70
Properties=species:S:1:pos:R:3:nbo_charge:R:1
O -0.212 0.451 -0.271 -0.85
H -0.558 0.058 0.600 0.55
H -0.670 1.304 -0.450 0.57
H 0.771 0.525 -0.149 0.58
C -2.580 -0.819 -3.924 0.71
F -2.067 -1.239 -5.072 -0.32
F -2.029 -1.495 -2.916 -0.33
F -2.352 0.486 -3.735 -0.33
S -4.470 -1.028 -3.970 2.30
O -4.656 -2.485 -3.916 -0.98
O -4.913 -0.274 -2.792 -1.05
O -4.909 -0.445 -5.240 -0.97
C -3.929 0.554 0.436 0.78
O -3.715 0.762 1.636 -0.74
N -3.792 -0.646 -0.202 -0.86
N -4.213 1.514 -0.486 -0.85
H -3.811 -1.516 0.307 0.39
H -4.161 -0.722 -1.154 0.44
H -4.263 2.414 -0.031 0.39
H -4.731 1.308 -1.328 0.44
C -0.209 3.926 0.582 0.79
O -0.571 3.208 -0.348 -0.70
N -0.729 5.149 0.813 -0.83
N 0.808 3.640 1.438 -0.86
H -0.400 5.659 1.608 0.39
H -1.432 5.488 0.179 0.42
H 1.234 4.314 2.043 0.39
H 1.257 2.738 1.381 0.42
C 3.256 1.388 1.065 0.79
O 2.167 0.805 1.016 -0.72
N 4.012 1.609 -0.026 -0.82
N 3.766 1.940 2.201 -0.85
H 3.726 1.117 -0.857 0.43
H 4.911 1.973 0.231 0.39
H 4.377 2.733 2.115 0.39
H 3.261 1.851 3.066 0.41
C 2.611 -1.945 -0.876 -0.64
C 3.004 -1.020 -2.020 -0.08
C 3.049 -1.813 -3.331 -0.07
O 3.663 -0.975 -4.309 -0.56
C 4.067 -1.669 -5.477 -0.25
N 2.034 0.067 -2.093 -0.87
H 1.562 -2.254 -0.859 0.22
H 2.822 -1.554 0.119 0.22
H 3.079 -2.933 -0.919 0.22
H 4.006 -0.603 -1.899 0.19
H 2.077 -2.245 -3.587 0.18
H 3.734 -2.668 -3.263 0.16
H 4.883 -2.327 -5.160 0.16
H 4.501 -0.974 -6.195 0.19
H 3.254 -2.190 -5.984 0.18
H 1.166 -0.221 -2.518 0.38
H 2.426 0.771 -2.712 0.37
C 0.370 -1.554 2.842 -0.60
C -1.015 -0.945 2.980 -0.07
C -1.603 -0.928 4.379 -0.08
O -1.954 -2.324 4.556 -0.54
C -2.306 -2.598 5.890 -0.25
N -0.975 0.386 2.251 -0.89
H 1.051 -0.943 3.443 0.19
H 0.738 -1.476 1.821 0.21
H 0.341 -2.574 3.221 0.23
H -1.703 -1.468 2.313 0.20
H -2.518 -0.336 4.436 0.19
H -0.872 -0.598 5.122 0.16
H -2.238 -3.672 6.073 0.19
H -3.312 -2.274 6.168 0.17
H -1.583 -2.189 6.604 0.16
H -1.936 0.762 2.195 0.42
H -0.598 1.038 2.940 0.35
```

ΔE to the lowest compared entry with this formula, charge and spin, eV: 1.731
Multiplicity: 1
Frontier orbital gap, eV: 7.67

***

(4)
A cluster of 7 separate species, C12H38N2O12 in total in a non-equilibrium geometry, computed with wB97M-V/def2-TZVPD.

```
64
Properties=species:S:1:pos:R:3:nbo_charge:R:1
N 0.077 -3.717 2.598 -0.90
C 1.468 -3.222 2.714 0.79
N 1.619 -2.021 3.316 -0.83
O 2.386 -3.806 2.150 -0.64
H 0.078 -4.707 2.752 0.39
H -0.634 -3.388 3.182 0.40
H 2.480 -1.522 3.003 0.41
H 0.855 -1.454 3.545 0.42
O 0.278 4.023 -1.391 -0.74
C -0.025 5.400 -1.144 -0.10
C 1.199 6.220 -1.577 -0.08
O 2.055 6.467 -0.496 -0.72
H -0.442 3.464 -1.104 0.49
H -0.843 5.740 -1.742 0.17
H -0.217 5.685 -0.126 0.17
H 0.934 7.186 -1.976 0.17
H 1.646 5.791 -2.458 0.16
H 2.068 5.679 0.070 0.47
O -0.764 0.043 -2.862 -0.76
C 0.376 -0.839 -3.167 -0.08
C 0.619 -1.882 -2.141 -0.09
O -0.551 -2.721 -2.130 -0.76
H -0.852 0.740 -3.523 0.49
H 0.192 -1.305 -4.119 0.18
H 1.295 -0.279 -3.183 0.17
H 0.575 -1.458 -1.144 0.17
H 1.505 -2.396 -2.478 0.17
H -0.678 -2.982 -1.205 0.49
O -1.293 1.415 -0.531 -0.80
C -1.611 0.475 0.492 -0.09
C -0.432 0.022 1.309 -0.08
O -0.906 -0.711 2.394 -0.76
H -1.102 0.940 -1.414 0.52
H -2.276 0.963 1.226 0.16
H -2.137 -0.316 -0.033 0.18
H 0.221 0.833 1.633 0.19
H 0.203 -0.590 0.645 0.15
H -1.497 -1.448 2.078 0.50
O -2.863 -3.060 2.445 -0.76
C -3.349 -3.788 1.319 -0.09
C -2.099 -4.313 0.572 -0.09
O -1.213 -3.246 0.274 -0.77
H -3.494 -2.442 2.801 0.49
H -4.015 -4.715 1.513 0.18
H -3.816 -3.019 0.642 0.18
H -2.412 -4.755 -0.384 0.20
H -1.647 -5.189 1.180 0.17
H -0.441 -3.388 0.876 0.52
O 5.870 -0.111 -0.247 -0.72
C 4.869 -0.959 0.285 -0.09
C 3.557 -0.956 -0.602 -0.10
O 2.953 0.354 -0.457 -0.73
H 6.124 -0.405 -1.070 0.46
H 5.181 -2.025 0.286 0.17
H 4.657 -0.569 1.279 0.19
H 2.802 -1.701 -0.283 0.19
H 3.778 -1.035 -1.690 0.16
H 3.662 0.922 -0.827 0.47
C -4.338 4.097 -0.157 -0.25
O -2.955 4.275 -0.474 -0.74
H -4.680 3.131 -0.456 0.17
H -4.537 4.329 0.895 0.16
H -4.954 4.800 -0.707 0.18
H -2.508 3.446 -0.177 0.48
```

SMILES: NC(N)=O.OCCO.OCCO.OCCO.OCCO.OCCO.CO
Multiplicity: 1
Frontier orbital gap, eV: 9.86

***

(5)
A cluster of 7 separate species, C12H38O13 in total in a non-equilibrium geometry, computed with wB97M-V/def2-TZVPD.

```
63
Properties=species:S:1:pos:R:3:nbo_charge:R:1
O -0.666 5.770 -4.580 -0.72
C 0.324 6.039 -3.564 -0.09
C 0.160 5.198 -2.221 -0.08
O -0.977 5.629 -1.628 -0.73
H -0.255 6.010 -5.414 0.47
H 1.343 5.751 -3.824 0.16
H 0.302 7.103 -3.328 0.18
H 0.979 5.286 -1.507 0.17
H -0.043 4.127 -2.215 0.17
H -1.690 4.990 -1.698 0.48
O -0.140 -4.680 5.211 -0.73
C 1.293 -4.601 5.223 -0.08
C 2.041 -3.846 6.402 -0.09
O 1.320 -2.587 6.580 -0.72
H -0.501 -4.626 4.323 0.48
H 1.694 -5.599 5.047 0.16
H 1.612 -4.133 4.291 0.15
H 3.101 -3.718 6.182 0.18
H 1.906 -4.442 7.305 0.18
H 1.703 -1.938 5.985 0.46
O 4.010 0.461 -2.950 -0.71
C 5.137 0.845 -3.695 -0.09
C 5.867 1.868 -2.816 -0.08
O 7.195 2.185 -3.360 -0.73
H 3.552 -0.070 -3.606 0.46
H 5.718 -0.015 -4.029 0.16
H 4.668 1.431 -4.485 0.17
H 6.013 1.666 -1.755 0.17
H 5.150 2.687 -2.751 0.18
H 7.636 1.375 -3.626 0.47
O -0.284 2.595 3.208 -0.71
C 0.630 2.917 4.224 -0.09
C 2.122 3.132 3.903 -0.09
O 2.856 1.922 4.087 -0.72
H -0.622 3.430 2.878 0.47
H 0.404 3.960 4.446 0.15
H 0.416 2.269 5.074 0.20
H 2.617 3.957 4.416 0.17
H 2.317 3.399 2.864 0.17
H 3.688 2.067 3.630 0.46
O -3.926 -6.788 0.903 -0.70
C -3.917 -5.998 -0.222 -0.08
C -2.815 -6.362 -1.297 -0.08
O -1.588 -6.127 -0.702 -0.71
H -4.619 -7.420 0.700 0.46
H -4.940 -6.065 -0.594 0.15
H -3.796 -4.953 0.060 0.16
H -2.989 -5.691 -2.138 0.15
H -2.941 -7.365 -1.705 0.18
H -1.478 -5.185 -0.552 0.47
O -4.689 2.243 -3.233 -0.70
C -4.668 0.874 -3.353 -0.09
C -5.449 0.099 -2.289 -0.08
O -5.113 0.263 -0.971 -0.69
H -4.216 2.545 -4.012 0.47
H -5.121 0.637 -4.316 0.16
H -3.661 0.456 -3.339 0.14
H -5.500 -0.940 -2.616 0.15
H -6.432 0.562 -2.200 0.18
H -4.205 -0.027 -0.857 0.46
O -0.449 -1.125 0.082 -0.94
H 0.469 -1.109 -0.190 0.47
H -0.556 -0.337 0.614 0.48
```

ΔE to the lowest compared entry with this formula, charge and spin, eV: 4.014
SMILES: OCCO.OCCO.OCCO.OCCO.OCCO.OCCO.O
Multiplicity: 1
Frontier orbital gap, eV: 9.60

***

(6)
A structure of composition C12H39Li3N12O17 in a non-equilibrium geometry, computed with wB97M-V/def2-TZVPD.

```
83
Properties=species:S:1:pos:R:3:lowdin_charge:R:1
Li 6.610 -3.721 0.666 0.89
Li -5.677 2.922 0.670 0.95
Li 7.287 0.926 2.200 0.84
C 1.028 -1.266 0.807 -0.06
C -0.085 -0.568 0.487 -0.42
C -0.095 0.953 0.445 -0.38
O -1.136 1.699 0.101 -0.17
C 0.997 1.642 0.838 -0.06
C 2.248 1.045 1.253 -0.36
C 2.193 -0.592 1.266 -0.40
O 3.195 -1.204 1.571 -0.07
O 3.310 1.631 1.474 -0.06
O -1.047 -1.316 0.058 -0.13
H 0.776 -2.301 0.984 0.10
H 1.083 2.715 0.747 0.09
O 8.758 -1.750 2.324 -0.63
H 8.636 -2.104 3.226 -0.17
O -6.235 0.035 -1.261 -0.06
H -5.694 -0.728 -1.054 0.04
H -6.880 -0.292 -1.888 0.04
O 4.821 5.158 -0.901 -0.06
H 4.338 4.666 -1.565 0.03
H 4.982 4.523 -0.203 0.03
O 6.181 0.195 5.304 -0.06
H 5.738 0.255 6.151 0.04
H 5.719 -0.503 4.840 0.03
O -1.292 4.430 4.818 -0.06
H -0.814 3.604 4.892 0.03
H -0.615 5.085 4.649 0.02
O -5.370 -1.821 3.706 -0.06
H -4.758 -2.025 2.998 0.03
H -5.594 -2.672 4.082 0.03
O 8.816 3.892 2.420 -0.05
H 9.545 4.083 1.830 0.04
H 8.784 4.643 3.013 0.04
C 0.875 7.274 -4.381 -0.81
O -0.045 7.588 -5.101 0.03
N 2.091 7.268 -4.789 0.16
N 0.756 6.956 -3.099 0.16
H 2.132 7.559 -5.755 0.13
H 2.802 7.208 -4.074 0.11
H 1.557 6.713 -2.534 0.10
H -0.134 6.974 -2.621 0.11
C 3.366 3.955 7.774 -0.81
O 3.803 2.858 8.081 0.03
N 3.225 4.840 8.684 0.15
N 3.067 4.419 6.583 0.17
H 3.379 4.438 9.598 0.13
H 3.040 5.828 8.589 0.12
H 2.942 5.418 6.656 0.10
H 3.607 4.058 5.809 0.12
C -4.977 -6.904 2.724 -0.93
O -5.371 -6.175 3.502 0.13
N -3.841 -6.921 2.183 0.16
N -5.638 -7.730 2.000 0.15
H -3.495 -7.563 1.484 0.12
H -3.265 -6.192 2.580 0.13
H -5.117 -8.228 1.292 0.11
H -6.599 -7.897 2.262 0.12
C -4.361 -3.368 -5.539 -0.79
O -4.896 -3.450 -6.648 0.01
N -4.791 -3.967 -4.488 0.15
N -3.390 -2.580 -5.151 0.16
H -5.650 -4.491 -4.560 0.13
H -4.304 -3.755 -3.628 0.11
H -2.991 -2.133 -5.964 0.13
H -3.275 -2.518 -4.149 0.11
C -2.882 2.627 -6.149 -0.85
O -3.323 2.698 -7.262 0.05
N -3.554 2.697 -5.057 0.16
N -1.622 2.462 -5.951 0.17
H -3.174 2.722 -4.122 0.11
H -4.464 3.129 -5.128 0.12
H -0.937 2.612 -6.678 0.13
H -1.360 2.740 -5.016 0.11
C -0.879 -7.983 -2.701 -0.77
O -2.083 -8.190 -2.385 -0.03
N -0.121 -8.641 -3.493 0.17
N -0.249 -6.936 -2.284 0.15
H -0.456 -9.385 -4.087 0.13
H 0.806 -8.251 -3.582 0.11
H 0.671 -6.811 -2.681 0.10
H -0.629 -6.210 -1.693 0.13
```

Multiplicity: 1
Frontier orbital gap, eV: 2.13